(1)
Density functional theory data (wB97M-V/def2-TZVPD) for C28H32N2O in the gas phase in a non-equilibrium geometry.

Results
* molecular weight: 412.58 u
* maximum force: 1.4 eV/A
* charge: 0
* gap between HOMO and LUMO: 0.292 Eh

```
63
C28H32N2O wB97M-V/def2-TZVPD
C -3.0878 -7.0891 -0.6716
N -1.7315 -6.7797 -1.0865
C -1.1610 -7.6588 -2.0915
C -1.1339 -5.5741 -0.7868
C 0.2822 -5.5033 -0.6272
C 0.8740 -4.2965 -0.3138
C 0.1195 -3.0966 -0.2958
C 0.7731 -1.8339 -0.0622
C 0.1336 -0.6713 0.1686
C 0.9157 0.6078 0.3872
C 0.3323 1.8249 -0.3542
C 1.0808 3.0026 -0.4769
C 0.5440 4.1599 -1.0325
C -0.7262 4.1195 -1.6738
N -1.2288 5.1957 -2.3675
C -2.4385 5.0756 -3.1550
C -0.7152 6.5398 -2.2043
C -1.4504 2.9024 -1.6093
C -0.9322 1.7946 -0.9461
C -1.2815 -3.1687 -0.4795
C -1.9071 -4.3925 -0.6532
H -3.2339 -6.7536 0.3618
H -3.8423 -6.5883 -1.3001
H -3.2278 -8.1799 -0.7171
H -0.0801 -7.4991 -2.1706
H -1.3650 -8.7013 -1.8107
H -1.6098 -7.4759 -3.0888
H 0.8685 -6.4225 -0.7216
H 1.9481 -4.2493 -0.1140
H 1.8647 -1.8628 -0.0216
H -0.9500 -0.6187 0.3130
H 1.9386 0.4455 0.0001
H 2.0895 3.0304 -0.0711
H 1.1164 5.0868 -0.9635
H -2.4114 4.1536 -3.7534
H -3.3438 5.0255 -2.5296
H -2.5151 5.9372 -3.8317
H 0.3638 6.5063 -2.0471
H -0.9274 7.1192 -3.1116
H -1.1669 7.0656 -1.3467
H -2.4427 2.8239 -2.0496
H -1.5374 0.8981 -0.8954
H -1.8661 -2.2500 -0.5033
H -2.9912 -4.4472 -0.7710
C 0.7374 -1.3388 3.3552
C 1.6461 -0.4736 2.5085
C 1.0003 0.7925 1.8898
C 1.7692 2.0330 2.2937
C 3.1337 2.1102 2.0131
C 3.8468 3.2729 2.3171
C 3.1723 4.3932 2.8073
C 1.7933 4.3352 3.0299
C 1.0899 3.1480 2.8107
O 2.7990 -0.7952 2.2621
H -0.2871 -1.3203 2.9618
H 1.1072 -2.3712 3.3413
H 0.7179 -0.9621 4.3887
H -0.0192 0.8775 2.2835
H 3.6410 1.2474 1.5745
H 4.9322 3.2705 2.1956
H 3.7197 5.3111 3.0205
H 1.2518 5.1977 3.4241
H 0.0089 3.0705 2.9986
```

Results of the natural (NBO) charge analysis, in e, for atoms 1 through 2: -0.40, -0.44

(2)
Density functional theory data (wB97M-V/def2-TZVPD) for a molecular structure, C28H32N6OW in a non-equilibrium geometry.

Results
* molecular weight: 652.45 u
* maximum force: 1.0 eV/A
* charge: +4
* gap between HOMO and LUMO: 0.177 Eh

```
68
C28H32N6OW wB97M-V/def2-TZVPD
W 0.3932 -0.0537 -0.4637
C -2.1388 -1.6607 -1.2444
C -1.4807 -3.0205 -1.2494
C 0.0001 -2.9462 -1.5592
N 0.7231 -2.0386 -0.5945
C 1.7194 -2.6381 0.1758
C 1.7134 -4.0041 0.4828
C 2.6491 -4.7669 1.1628
C 3.9363 -4.4081 1.5483
C 4.5165 -3.1468 1.4533
C 3.8991 -1.9439 1.1568
C 2.5928 -1.6848 0.7197
N 2.0570 -0.4133 0.6339
C 2.8261 0.7121 1.2160
C 3.4121 1.5599 0.1020
C 2.3415 2.5039 -0.3536
N 1.0671 1.8073 -0.7112
C 0.1836 2.6124 -1.4810
C 0.2007 3.9967 -1.3289
C -0.5145 4.9955 -1.9851
C -1.4083 4.8658 -3.0304
C -1.8521 3.6737 -3.6150
C -1.5438 2.3695 -3.2897
C -0.6356 1.8534 -2.3523
N -0.4430 0.4886 -2.2053
C -1.0607 -0.4487 -3.1756
C -2.3554 -0.9934 -2.5895
H -1.4644 -0.9728 -0.6167
H -3.0542 -1.6622 -0.6519
H -1.9662 -3.6432 -2.0054
H -1.6307 -3.5208 -0.2906
H 0.2068 -2.6155 -2.5685
H 0.4575 -3.9248 -1.5093
H 0.8306 -4.5565 0.1919
H 2.3634 -5.7968 1.3461
H 4.5585 -5.1982 1.9548
H 5.5661 -3.0805 1.7159
H 4.5452 -1.0838 1.2661
H 3.5775 0.3419 1.9006
H 2.1308 1.2926 1.8246
H 3.7343 0.9170 -0.7176
H 4.2783 2.1308 0.4322
H 2.6628 3.0981 -1.2072
H 2.1057 3.1820 0.4713
H 0.8720 4.3736 -0.5678
H -0.3198 6.0052 -1.6408
H -1.8244 5.7837 -3.4320
H -2.5642 3.7848 -4.4251
H -2.0977 1.6417 -3.8654
H -0.3439 -1.2253 -3.3980
H -1.2119 0.0537 -4.1260
H -2.7921 -1.7206 -3.2793
H -3.0790 -0.1820 -2.4890
N -3.9352 0.2750 5.3203
C -3.6693 1.1520 4.3435
O -4.2253 2.2092 4.1672
C -2.5915 0.7797 3.3175
C -1.8776 -0.4167 3.2329
C -0.9756 -0.5962 2.2124
N -0.7437 0.3702 1.2940
C -1.4142 1.5464 1.3848
C -2.3340 1.7708 2.3695
H -4.6496 0.5268 5.9909
H -3.4556 -0.5945 5.4645
H -2.0053 -1.2185 3.9476
H -0.4070 -1.5105 2.1202
H -1.1800 2.3069 0.6547
H -2.8750 2.7061 2.4447
```

Results of the natural (NBO) charge analysis, in e, for atoms 1 through 2: 2.16, -0.24

(3)
Density functional theory data (wB97M-V/def2-TZVPD) for a molecular structure, C28H33As2Br4O3V.

Results
* molecular weight: 937.97 u
* multiplicity: 2
* maximum force: 0.7 eV/A
* charge: +1
* gap between HOMO and LUMO (alpha / beta): 0.243 / 0.267 Eh

```
71
C28H33As2Br4O3V wB97M-V/def2-TZVPD
V 0.5782 -0.0923 0.6660
Br 6.7048 -2.9048 1.7783
C 5.1895 -1.7972 1.8499
C 5.1920 -0.6413 2.6431
Br 6.7126 -0.1698 3.6436
C 4.0594 0.1732 2.6905
Br 3.9677 1.7593 3.6956
C 2.9460 -0.1799 1.9564
O 1.7762 0.5125 1.8952
C 2.9470 -1.3196 1.1485
O 1.8122 -1.4866 0.4573
C 4.0644 -2.1332 1.0941
Br 3.9779 -3.6347 -0.0303
C 2.8654 2.5781 -0.2132
As 1.6644 1.3289 -1.0691
C 2.7362 0.4973 -2.4348
C 0.3085 2.4527 -1.8568
C 0.3826 2.8976 -3.1698
C -0.5789 3.7698 -3.6597
C -1.5994 4.2117 -2.8300
C -1.6743 3.7655 -1.5173
C -0.7295 2.8746 -1.0228
As -0.8617 2.1395 0.7750
C -0.5110 3.6535 1.9278
C -2.7626 1.8436 1.0123
H 3.1109 3.3875 -0.9004
H 3.7728 2.0483 0.0800
H 2.3938 2.9696 0.6878
H 3.2729 1.2497 -3.0133
H 2.1112 -0.1115 -3.0840
H 3.4497 -0.1462 -1.9194
H 1.1847 2.5611 -3.8161
H -0.5289 4.1066 -4.6860
H -2.3439 4.9000 -3.2054
H -2.4823 4.1182 -0.8888
H -1.2496 4.4296 1.7318
H 0.4872 4.0432 1.7424
H -0.5809 3.3290 2.9651
H -3.3251 2.6558 0.5567
H -2.9819 1.8096 2.0786
H -3.0416 0.8967 0.5526
C -0.2831 -3.1478 2.7413
C -1.6207 -2.4112 2.5958
C -1.5083 -0.9641 3.0807
C -2.2000 -2.6195 1.2067
C -3.1933 -3.5808 1.0650
C -3.7190 -3.9103 -0.1723
C -3.2401 -3.2765 -1.3066
C -2.2532 -2.3070 -1.2216
C -1.7825 -1.6235 -2.4915
C -0.2672 -1.6696 -2.7068
C -2.3150 -0.1897 -2.5790
C -1.7477 -1.9845 0.0447
O -0.7980 -1.0031 0.1266
H 0.1035 -3.0321 3.7552
H 0.4564 -2.7593 2.0380
H -0.4073 -4.2119 2.5432
H -2.3324 -2.8932 3.2710
H -0.5944 -0.4628 2.7387
H -1.4362 -0.9511 4.1688
H -2.3742 -0.3664 2.7871
H -3.5563 -4.0864 1.9507
H -4.4922 -4.6610 -0.2514
H -3.6348 -3.5394 -2.2793
H -2.2321 -2.1880 -3.3117
H 0.2289 -0.8728 -2.1521
H -0.0384 -1.5355 -3.7652
H 0.1607 -2.6191 -2.3828
H -1.9295 0.4155 -1.7574
H -3.4044 -0.1749 -2.5326
H -2.0057 0.2804 -3.5144
```

Results of the Löwdin charge analysis, in e, for atoms 1 through 2: 0.71, 0.77

(4)
Density functional theory data (wB97M-V/def2-TZVPD) for a molecular structure, C28H33BIrN10O2.

Results
* molecular weight: 744.67 u
* multiplicity: 2
* maximum force: 0.5 eV/A
* charge: +2
* gap between HOMO and LUMO (alpha / beta): 0.258 / 0.165 Eh

```
75
C28H33BIrN10O2 wB97M-V/def2-TZVPD
Ir -0.4513 -0.4532 -0.1102
C 0.6457 -3.3938 1.8426
C 1.2745 -2.0582 2.0363
C 2.2225 -1.7265 3.0023
C 2.5595 -0.4190 2.7445
N 1.8657 0.0076 1.6830
N 1.0436 -0.9940 1.2553
B 1.8904 1.3596 0.9282
N 1.9558 1.0602 -0.6005
C 2.9194 1.3741 -1.4741
C 2.6104 0.8049 -2.6908
C 1.4115 0.1184 -2.4962
C 0.6612 -0.6910 -3.5006
N 1.0315 0.2945 -1.2207
N 0.5085 2.0050 1.2045
C 0.1436 3.1298 1.8255
C -1.2327 3.1426 1.9279
C -1.6713 1.9600 1.3387
C -3.0915 1.5309 1.1717
N -0.5933 1.2743 0.9161
N 3.0283 2.2699 1.2648
C 4.2597 2.0987 1.8189
C 4.9428 3.2750 1.6981
C 4.0556 4.1476 1.0272
C 4.2845 5.5691 0.6298
N 2.9146 3.5378 0.7610
H 1.4154 -4.1640 1.8772
H -0.0702 -3.6193 2.6356
H 0.1622 -3.4645 0.8764
H 2.6181 -2.3636 3.7737
H 3.2437 0.2290 3.2632
H 3.7466 1.9956 -1.1738
H 3.1723 0.8748 -3.6057
H 0.7639 -0.2353 -4.4841
H 1.0759 -1.6980 -3.5605
H -0.3950 -0.7720 -3.2607
H 0.8856 3.8417 2.1381
H -1.8479 3.9018 2.3784
H -3.7077 2.0756 1.8838
H -3.4648 1.7626 0.1727
H -3.2257 0.4670 1.3467
H 4.5954 1.1567 2.2176
H 5.9426 3.4853 2.0367
H 5.2963 5.8792 0.8811
H 4.1408 5.6999 -0.4422
H 3.5883 6.2328 1.1423
C -3.2480 -2.8381 2.2993
C -2.3948 -2.4913 1.1229
O -1.9078 -1.3591 1.0878
C -2.1815 -3.4843 0.0434
C -2.8734 -4.6719 0.0684
C -2.7176 -5.6464 -0.9366
C -1.8504 -5.4329 -2.0118
C -1.1329 -4.2704 -2.0788
C -1.2476 -3.2623 -1.0557
O -0.5187 -2.2431 -1.1879
H -3.2170 -2.0207 3.0135
H -2.8998 -3.7561 2.7748
H -4.2813 -3.0006 1.9847
H -3.5650 -4.8793 0.8727
H -3.2795 -6.5680 -0.8692
H -1.7490 -6.1851 -2.7821
H -0.4460 -4.0632 -2.8885
C -0.9586 2.6214 -1.9197
C -1.8897 1.4650 -2.0318
N -1.8557 0.2729 -1.4417
C -2.9780 -0.4260 -1.8536
C -3.6922 0.3465 -2.7024
N -2.9933 1.5231 -2.8010
H -0.1123 2.4088 -1.2787
H -1.4885 3.4825 -1.5082
H -0.5806 2.8960 -2.9057
H -3.1994 -1.4177 -1.5039
H -4.6120 0.1704 -3.2305
H -3.2546 2.3205 -3.3599
```

Results of the Löwdin charge analysis, in e, for atoms 1 through 2: 1.48, 0.01

(5)
Density functional theory data (wB97M-V/def2-TZVPD) for a molecular structure, C28H33F6N5OPPbSSi in a non-equilibrium geometry.

Results
* molecular weight: 867.92 u
* multiplicity: 2
* maximum force: 1.6 eV/A
* charge: 0
* gap between HOMO and LUMO (alpha / beta): 0.271 / 0.234 Eh

```
77
C28H33F6N5OPPbSSi wB97M-V/def2-TZVPD
Pb -0.7498 0.1953 0.4427
C 1.4102 -0.5962 3.2334
N 0.5008 0.4957 2.9536
C 1.1957 1.7819 2.9386
C 2.1935 1.9045 1.8198
C 3.4506 2.4559 2.0157
C 4.2772 2.6261 0.9153
C 3.8183 2.2408 -0.3335
C 2.5503 1.6877 -0.4312
N 1.7582 1.5182 0.6253
C -0.6447 0.5173 3.8482
C -1.5726 1.6263 3.4352
C -2.1144 2.5229 4.3422
C -2.9324 3.5359 3.8606
C -3.1580 3.6282 2.4971
C -2.5745 2.6826 1.6644
N -1.8143 1.6928 2.1222
C 0.8504 -1.9369 2.8164
C 1.3410 -3.1055 3.3870
C 0.8747 -4.3234 2.9269
C -0.0754 -4.3405 1.9172
C -0.5228 -3.1325 1.4179
N -0.0728 -1.9556 1.8609
H 1.6916 -0.6515 4.2981
H 2.3339 -0.4134 2.6764
H 1.6863 1.9834 3.9045
H 0.4550 2.5677 2.7814
H 3.7681 2.7528 3.0066
H 5.2631 3.0564 1.0338
H 4.4223 2.3636 -1.2211
H 2.1486 1.3788 -1.3862
H -0.3454 0.6187 4.9045
H -1.1715 -0.4365 3.7476
H -1.8921 2.4379 5.3975
H -3.3700 4.2537 4.5421
H -3.7605 4.4208 2.0769
H -2.7002 2.7287 0.5867
H 2.0839 -3.0507 4.1722
H 1.2486 -5.2470 3.3492
H -0.4681 -5.2666 1.5230
H -1.2519 -3.0906 0.6165
C -0.8043 -0.3468 -5.1572
Si 0.1679 -1.8911 -4.7884
C -0.9103 -3.4139 -4.7847
C 1.4942 -2.1204 -6.0924
C 1.0712 -1.7622 -3.1325
C 2.4403 -1.9488 -3.0393
C 3.1158 -1.8237 -1.8231
C 2.3766 -1.4519 -0.7263
N 1.0578 -1.2515 -0.7763
C 0.3923 -1.4420 -1.9310
S -1.3422 -1.2666 -1.8462
H -0.8243 -0.1616 -6.2341
H -0.3796 0.5315 -4.6672
H -1.8300 -0.4348 -4.8006
H -1.3515 -3.5767 -5.7713
H -1.7183 -3.3099 -4.0603
H -0.3261 -4.2995 -4.5248
H 1.0398 -2.0512 -7.0835
H 1.9761 -3.0981 -6.0177
H 2.2680 -1.3516 -6.0360
H 3.0064 -2.1975 -3.9294
H 4.1817 -1.9861 -1.7449
H 2.8462 -1.2960 0.2406
C -4.3175 -0.0556 0.4277
C -3.2644 -0.8476 1.1517
O -3.3704 -1.7495 1.9005
H -5.2015 -0.6760 0.2740
H -3.9335 0.3424 -0.5068
H -4.5643 0.7888 1.0753
F -0.2749 2.2720 -1.5669
P -1.6382 3.1789 -1.7262
F -3.0121 3.9930 -1.8193
F -2.4139 1.9696 -0.9005
F -1.9532 2.4289 -3.1080
F -0.8179 4.3256 -2.4753
F -1.3172 3.8515 -0.2851
```

Results of the natural (NBO) charge analysis, in e, for atoms 1 through 2: 1.40, -0.27

(6)
Density functional theory data (wB97M-V/def2-TZVPD) for 3 unconnected molecules or ions with the total composition C28H33N3O9S3 in a non-equilibrium geometry.

Results
* molecular weight: 651.79 u
* maximum force: 2.3 eV/A
* charge: 0
* gap between HOMO and LUMO: 0.304 Eh

```
76
C28H33N3O9S3 wB97M-V/def2-TZVPD
N -0.6033 -0.1793 3.8228
C -1.8392 -0.9432 4.0357
C -3.0808 0.0068 4.0473
C -3.2267 0.5958 2.6406
C -2.6733 1.8512 2.4058
N -2.0127 2.6156 3.4668
C -2.8932 3.1907 4.1114
O -3.7398 3.5885 4.8381
C -2.7487 2.4586 1.1536
C -3.3702 1.7464 0.1437
C -3.9294 0.5043 0.3685
C -3.8904 -0.1037 1.6205
N -4.4680 -1.3587 1.9141
C -4.3436 -2.3241 0.8923
C -4.1038 -3.6495 1.2727
C -4.0037 -4.6561 0.3353
C -4.1428 -4.3929 -1.0271
C -4.3472 -3.0780 -1.4076
O -4.4716 -2.7602 -2.7581
C -3.3708 -3.1589 -3.5105
O -3.5755 -3.5898 -4.6167
C -1.9561 -3.0255 -3.0116
C -0.9808 -3.8811 -3.5298
C 0.3345 -3.7887 -3.1108
C 0.7156 -2.8546 -2.1532
C -0.2373 -2.0002 -1.6084
C -1.5422 -2.0977 -2.0612
C -4.4507 -2.0703 -0.4638
S -4.7482 -0.3741 -0.9699
H -0.0478 -0.1336 4.6660
H -0.0506 -0.5656 3.0700
H -1.9394 -1.7040 3.2407
H -1.7629 -1.5097 4.9832
H -2.8775 0.7770 4.7985
H -3.9785 -0.5554 4.3548
H -2.3312 3.4501 0.9837
H -3.4211 2.1821 -0.8559
H -4.1705 -1.7176 2.8093
H -3.9855 -3.9437 2.3195
H -3.8449 -5.6979 0.6177
H -4.0917 -5.1944 -1.7625
H -1.3070 -4.6173 -4.2655
H 1.0858 -4.4707 -3.5112
H 1.7490 -2.7466 -1.7892
H -0.0194 -1.2575 -0.8420
H -2.2967 -1.4322 -1.6323
O 4.7229 -2.1012 -3.1756
S 5.2178 -2.2088 -1.8375
O 4.4051 -1.8682 -0.7107
O 6.6045 -1.4284 -1.7322
C 6.6463 -0.0586 -2.1703
C 6.0584 0.8843 -1.1379
C 5.8643 -3.8308 -1.5969
H 6.1464 0.0484 -3.1348
H 7.6980 0.1801 -2.3241
H 4.9838 0.7329 -1.0337
H 6.2283 1.9214 -1.4298
H 6.5062 0.7119 -0.1588
H 6.5306 -4.0690 -2.4220
H 5.0235 -4.5212 -1.5796
H 6.3933 -3.8608 -0.6475
O 1.6925 3.6775 -0.9555
S 2.5553 4.7091 -0.4682
O 3.3633 4.5130 0.6944
O 1.7065 6.0496 -0.2889
C 0.5012 5.9895 0.4923
C 0.7873 5.9961 1.9813
C 3.5801 5.2773 -1.7849
H -0.0939 5.1192 0.2079
H -0.0771 6.8747 0.2297
H 1.2801 5.0740 2.2898
H -0.1399 6.0905 2.5480
H 1.4506 6.8210 2.2437
H 2.9568 5.4850 -2.6507
H 4.2910 4.4858 -2.0131
H 4.1065 6.1713 -1.4596
```

Results of the Löwdin charge analysis, in e, for atoms 1 through 2: 0.01, -0.26

(7)
Density functional theory data (wB97M-V/def2-TZVPD) for a molecular structure, C28H33N4OPtS2Te.

Results
* molecular weight: 828.41 u
* multiplicity: 2
* maximum force: 0.5 eV/A
* charge: 0
* gap between HOMO and LUMO (alpha / beta): 0.212 / 0.221 Eh

```
70
C28H33N4OPtS2Te wB97M-V/def2-TZVPD
Pt 0.4772 0.6608 1.0579
C -3.8795 1.6273 3.8107
S -2.4184 2.5885 4.2250
C -1.2226 1.9886 3.1072
S -1.6043 0.7093 2.0065
N -0.0957 2.6533 3.2030
N 0.8225 2.2072 2.3050
C 1.9744 2.7605 2.2339
C 2.8896 2.2173 1.2230
C 4.1568 2.7192 0.9937
C 4.9393 2.1394 0.0041
C 4.4354 1.0840 -0.7323
C 3.1548 0.6286 -0.4586
N 2.4162 1.1786 0.4981
H -4.6491 1.9719 4.5005
H -3.7108 0.5642 3.9591
H -4.2024 1.8156 2.7895
H 2.2496 3.5746 2.8935
H 4.5183 3.5527 1.5799
H 5.9351 2.5165 -0.1882
H 5.0150 0.6123 -1.5126
H 2.6701 -0.1781 -0.9963
C 0.4577 -2.7088 -1.6173
C 0.5420 -1.8710 -0.3520
O 0.8958 -2.5864 0.6945
N 0.2836 -0.6217 -0.4368
Te 1.0606 -1.7149 2.7605
C 0.5958 -0.7275 4.6452
C -0.6127 -0.7942 5.3467
C -1.8159 -1.5553 4.8567
C -0.7272 -0.1302 6.5684
C 0.3072 0.6163 7.1046
C 0.1544 1.3426 8.4129
C 1.4972 0.6822 6.3904
C 1.6620 0.0201 5.1813
C 3.0147 0.1092 4.5114
C 0.0069 -3.4914 3.2352
C 0.5735 -4.3113 4.2174
C 1.8233 -3.9383 4.9759
C -0.0487 -5.5206 4.5207
C -1.2001 -5.9323 3.8678
C -1.8523 -7.2505 4.1874
C -1.7418 -5.0902 2.9057
C -1.1720 -3.8640 2.5819
C -1.9188 -2.9948 1.6040
H 0.0055 -3.6758 -1.3989
H 1.4665 -2.8993 -1.9923
H -0.1083 -2.1854 -2.3835
H -1.9318 -1.4551 3.7788
H -2.7189 -1.1723 5.3344
H -1.7450 -2.6200 5.0892
H -1.6710 -0.1864 7.1026
H -0.8650 1.2661 8.7901
H 0.3960 2.4012 8.3027
H 0.8245 0.9319 9.1710
H 2.3230 1.2669 6.7851
H 3.6256 0.8685 5.0005
H 2.9395 0.3704 3.4551
H 3.5513 -0.8415 4.5660
H 2.6578 -3.7331 4.3025
H 2.1196 -4.7507 5.6385
H 1.6670 -3.0444 5.5854
H 0.3913 -6.1590 5.2797
H -1.3108 -7.7804 4.9703
H -1.8854 -7.8927 3.3056
H -2.8803 -7.1084 4.5255
H -2.6520 -5.3883 2.3934
H -2.2099 -3.5777 0.7290
H -1.3470 -2.1383 1.2574
H -2.8389 -2.6256 2.0657
```

Results of the natural (NBO) charge analysis, in e, for atoms 1 through 2: 0.76, -0.76

Look up the molecular weight of the seventh one. 828.41 u

Which of these has the highest maximum force? C28H33N3O9S3